Record 1
A cluster of 8 separate species, C28H46FNO26P2S2 in total at a distorted geometry. Source: the OMol25 dataset; level of theory: the ωB97M-V functional and the def2-TZVPD basis.

Geometry as ORCA input:
```
! wB97M-V def2-TZVPD RIJCOSX def2/J DEFGRID3
* xyz 0 1
O -2.83 -2.88 1.99
P -3.15 -2.81 0.55
N -4.27 -1.57 0.05
P -5.75 -1.55 1.00
O -5.28 -1.32 2.49
O -6.01 -3.12 1.03
S -7.06 -0.38 0.31
S -3.54 -0.12 -0.35
O -2.16 -0.22 -0.07
O -4.00 0.33 -1.60
F -4.13 0.81 0.75
H -3.82 -3.92 0.05
H -2.05 -2.62 -0.28
H -5.16 -2.13 3.00
H -6.12 -3.53 0.15
C -2.09 3.14 -0.50
C -1.28 4.31 -0.97
C -0.37 4.07 -2.16
O 0.67 5.03 -1.94
C 0.75 5.26 -0.61
O 1.63 5.86 -0.08
O -0.31 4.71 0.02
H -2.90 2.93 -1.20
H -1.46 2.25 -0.41
H -2.52 3.35 0.48
H -1.92 5.18 -1.16
H -0.84 4.25 -3.13
H 0.06 3.07 -2.14
C -3.39 -6.22 -4.78
C -3.33 -6.22 -3.28
C -3.69 -7.51 -2.57
O -4.18 -7.04 -1.31
C -4.66 -5.80 -1.50
O -5.30 -5.20 -0.69
O -4.33 -5.33 -2.71
H -2.55 -6.78 -5.19
H -4.32 -6.67 -5.13
H -3.35 -5.21 -5.17
H -2.35 -5.86 -2.93
H -2.85 -8.19 -2.41
H -4.50 -8.04 -3.08
C -0.97 -1.70 4.26
C 0.00 -1.78 5.41
C 0.84 -3.03 5.50
O 1.09 -3.13 6.91
C 0.07 -2.51 7.55
O -0.12 -2.56 8.72
O -0.70 -1.84 6.67
H -0.43 -1.52 3.32
H -1.54 -2.63 4.15
H -1.67 -0.89 4.41
H 0.64 -0.89 5.44
H 1.78 -2.98 4.96
H 0.28 -3.91 5.19
C -7.14 -6.74 -7.99
C -6.07 -5.82 -8.51
C -5.35 -6.26 -9.77
O -4.07 -5.64 -9.62
C -3.84 -5.47 -8.30
O -2.80 -5.14 -7.82
O -4.96 -5.74 -7.59
H -8.02 -6.69 -8.63
H -6.79 -7.77 -7.97
H -7.43 -6.46 -6.98
H -6.46 -4.81 -8.64
H -5.81 -5.94 -10.69
H -5.20 -7.35 -9.79
C 4.86 5.99 -0.16
C 5.11 4.60 -0.67
C 5.17 3.51 0.39
O 6.01 2.53 -0.25
C 6.81 3.18 -1.13
O 7.74 2.69 -1.68
O 6.41 4.46 -1.27
H 3.82 6.08 0.15
H 5.51 6.24 0.67
H 5.05 6.72 -0.96
H 4.37 4.34 -1.43
H 4.21 3.08 0.64
H 5.67 3.86 1.30
C -0.17 7.00 4.36
C 0.62 6.06 3.49
C 0.30 4.58 3.63
O 1.55 3.97 3.27
C 2.53 4.86 3.54
O 3.70 4.61 3.51
O 2.02 6.07 3.84
H -1.19 7.08 4.00
H -0.19 6.65 5.40
H 0.29 7.99 4.35
H 0.55 6.35 2.44
H -0.49 4.23 2.98
H 0.08 4.32 4.67
C 9.13 1.85 1.57
C 9.16 2.09 3.06
C 8.24 3.18 3.58
O 8.93 3.62 4.75
C 10.25 3.37 4.58
O 11.11 3.77 5.29
O 10.44 2.61 3.48
H 8.21 1.34 1.29
H 9.19 2.79 1.02
H 9.98 1.24 1.27
H 8.99 1.16 3.61
H 7.24 2.84 3.84
H 8.17 4.02 2.88
*
```

Results
SMILES string = O=[PH2]N(P(O)(O)=S)S(=O)(=O)F.C[C@@H]1COC(=O)O1.C[C@@H]1COC(=O)O1.C[C@@H]1COC(=O)O1.C[C@@H]1COC(=O)O1.C[C@@H]1COC(=O)O1.C[C@@H]1COC(=O)O1.C[C@@H]1COC(=O)O1
electronic energy = -4684.73501 Ha
frontier orbital gap = 9.98 eV
strongest force on any atom = 1.1 eV Å⁻¹

Atom charges from the Mulliken analysis, given in e for atoms 1 to 2: atom 1 (O): -0.529, atom 2 (P): 0.826

Record 2
A cluster of 2 separate species, C28H46IO4P2 in total at a distorted geometry. Source: the OMol25 dataset; level of theory: the ωB97M-V functional and the def2-TZVPD basis.

Geometry as ORCA input:
```
! wB97M-V def2-TZVPD RIJCOSX def2/J DEFGRID3
* xyz 1 1
O -0.14 2.89 0.96
C -0.40 3.57 1.98
C 0.51 3.51 3.33
C 0.75 4.75 4.01
C 0.16 6.13 3.40
O 0.83 7.19 3.35
C -1.35 5.99 2.83
C -1.62 4.63 2.08
C -3.02 4.28 1.48
C -4.12 5.39 1.70
C -5.58 5.00 1.11
C -6.43 4.45 2.41
O -5.49 3.96 3.43
C -3.88 6.73 2.43
C -2.46 7.05 3.03
P -2.15 8.68 3.98
O -1.02 8.36 5.25
I -1.22 10.28 2.33
H 0.88 2.51 3.69
H 1.35 4.77 4.99
H -3.22 3.31 0.92
H -5.49 4.14 0.37
H -6.08 5.90 0.62
H -7.15 3.62 2.14
H -6.97 5.35 2.88
H -5.59 2.99 3.53
H -4.73 7.49 2.54
H -0.74 9.20 5.68
C 2.81 1.08 -0.96
C 2.62 -0.06 0.03
C 3.47 -1.29 -0.29
C 2.96 -2.16 -1.45
P 1.60 -3.28 -1.15
C 2.01 -4.21 0.35
C 3.36 -4.92 0.50
C 3.58 -6.22 -0.29
C 2.46 -7.24 -0.17
C 1.51 -4.50 -2.43
C 1.22 -4.16 -3.89
C -0.21 -3.79 -4.26
C -1.29 -4.67 -3.64
C 0.06 -2.53 -0.68
C -0.86 -1.68 -1.57
C -0.21 -0.58 -2.41
C -0.50 0.82 -1.90
H 2.59 0.77 -1.98
H 2.16 1.92 -0.70
H 3.85 1.44 -0.94
H 1.56 -0.31 0.11
H 2.91 0.31 1.03
H 3.54 -1.90 0.62
H 4.48 -0.96 -0.52
H 3.80 -2.80 -1.74
H 2.77 -1.55 -2.33
H 1.20 -4.91 0.55
H 1.96 -3.48 1.17
H 3.49 -5.16 1.56
H 4.17 -4.23 0.25
H 4.51 -6.68 0.07
H 3.77 -5.99 -1.34
H 2.38 -7.61 0.86
H 2.67 -8.10 -0.81
H 1.49 -6.84 -0.47
H 0.86 -5.32 -2.10
H 2.51 -4.93 -2.47
H 1.49 -5.04 -4.49
H 1.89 -3.36 -4.22
H -0.32 -3.82 -5.34
H -0.39 -2.75 -3.98
H -1.24 -5.69 -4.05
H -2.28 -4.27 -3.88
H -1.22 -4.73 -2.56
H 0.24 -1.96 0.24
H -0.57 -3.37 -0.35
H -1.62 -1.23 -0.92
H -1.43 -2.34 -2.22
H -0.61 -0.63 -3.43
H 0.87 -0.73 -2.50
H -1.56 1.06 -2.00
H 0.06 1.56 -2.48
H -0.22 0.93 -0.85
*
```

Results
electronic energy = -2375.44870 Ha
frontier orbital gap = 7.09 eV
strongest force on any atom = 5.4 eV Å⁻¹

Atom charges from the Mulliken analysis, given in e for atoms 1 to 2: atom 1 (O): -0.488, atom 2 (C): 0.126

Record 3
A cluster of 2 separate species, C28H47BrF3N4O7P2S in total at a distorted geometry. Source: the OMol25 dataset; level of theory: the ωB97M-V functional and the def2-TZVPD basis.

Geometry as ORCA input:
```
! wB97M-V def2-TZVPD RIJCOSX def2/J DEFGRID3
* xyz 1 1
C 2.96 1.24 0.21
C 2.08 0.87 -1.00
N 0.88 1.64 -1.22
C -0.33 1.53 -0.47
C -0.20 0.85 0.90
C 0.11 -0.67 0.91
C -0.99 -1.43 1.68
P -0.46 -3.07 2.29
O -1.00 -4.10 1.39
O -1.06 -3.23 3.77
C -2.49 -3.12 3.81
C -2.97 -1.95 4.67
O 1.11 -3.11 2.53
C 1.85 -3.68 1.43
C 1.86 -5.22 1.43
C -1.50 0.73 -1.19
C -0.95 -0.24 -2.27
C -1.45 -1.69 -2.12
C -0.46 -2.53 -2.92
O -0.41 -2.40 -4.11
O 0.30 -3.41 -2.24
N -2.64 1.57 -1.68
C -3.57 0.76 -2.62
C -5.04 1.16 -2.59
N -3.51 2.17 -0.73
C -3.52 1.83 0.45
O -3.57 1.42 1.51
C -1.96 2.72 -2.39
Br -2.98 3.60 -3.77
C -1.42 3.69 -1.31
C -2.40 4.87 -1.01
C -2.61 5.45 0.40
O -2.57 4.55 1.48
C -1.81 6.76 0.67
F -1.50 6.85 1.97
F -0.73 6.90 -0.10
F -2.60 7.82 0.39
N -0.77 2.97 -0.20
P 0.45 3.91 0.54
S 1.70 4.84 -0.65
H 3.20 2.30 0.20
H 2.58 0.89 1.17
H 3.91 0.73 0.06
H 1.92 -0.21 -0.97
H 2.72 1.01 -1.87
H 0.87 2.26 -2.02
H -1.17 0.97 1.39
H 0.51 1.32 1.57
H 0.25 -1.10 -0.07
H 1.03 -0.84 1.46
H -1.32 -0.85 2.54
H -1.88 -1.59 1.07
H -2.96 -3.06 2.83
H -2.87 -4.03 4.26
H -4.01 -1.74 4.43
H -2.92 -2.17 5.73
H -2.41 -1.04 4.49
H 2.88 -3.35 1.54
H 1.48 -3.32 0.47
H 1.31 -5.58 0.56
H 1.32 -5.56 2.31
H 2.87 -5.62 1.42
H -1.96 0.02 -0.50
H -1.11 0.13 -3.28
H 0.13 -0.33 -2.16
H -2.42 -1.85 -2.59
H -1.41 -2.04 -1.09
H 1.19 -3.34 -2.63
H -3.16 0.71 -3.62
H -3.59 -0.22 -2.16
H -5.23 2.21 -2.78
H -5.55 0.78 -1.71
H -5.49 0.62 -3.42
H -1.10 2.34 -2.94
H -0.60 4.17 -1.87
H -2.16 5.70 -1.67
H -3.39 4.56 -1.33
H -3.62 5.85 0.40
H -3.46 4.39 1.81
H 1.23 3.14 1.42
H -0.12 4.88 1.38
C 6.99 -4.81 0.00
C 5.74 -4.55 -0.54
C 5.31 -3.23 -0.67
C 6.13 -2.19 -0.28
C 7.38 -2.46 0.26
C 7.81 -3.77 0.40
H 7.32 -5.84 0.11
H 5.10 -5.36 -0.85
H 4.33 -3.03 -1.09
H 5.80 -1.16 -0.39
H 8.02 -1.64 0.57
H 8.78 -3.98 0.83
*
```

Results
electronic energy = -5795.07830 Ha
frontier orbital gap = 7.58 eV
strongest force on any atom = 2.4 eV Å⁻¹

Atom charges from the Mulliken analysis, given in e for atoms 1 to 2: atom 1 (C): -1.163, atom 2 (C): -0.180